(1)
Molecular formula: C4H12P2S2
Method: DFT, ωB97M-V/def2-TZVPD

Its spin multiplicity is 1. As for the HOMO-LUMO gap: 0.27667 hartree. Its SMILES is CP=P(C)(C)SSC. For the max |F|, the calculation gives 3.32 eV/A. The calculation puts the HOMO energy at -7.397 eV. The energy above the lowest of the compared OMol25 structures with the same formula, charge and spin is 146.0 kJ/mol.

Last column: Löwdin charge in e.
CARTESIAN COORDINATES (ANGSTROEM)
C 1.49381 2.68378 -0.21605  -0.470
C 1.47598 -0.80524 -1.71682  -0.290
C 0.34202 -1.76129 0.81267  -0.303
C -2.58792 1.49302 1.25597  -0.422
P 1.24698 1.33984 1.04368  0.556
P 0.58837 -0.19271 -0.17608  0.332
S -1.62867 -0.35664 -1.03943  0.129
S -2.36724 1.47393 -0.59381  0.289
H 1.19083 3.66801 0.17308  0.026
H 0.94900 2.44333 -1.07497  -0.025
H 2.55680 2.74037 -0.39263  0.002
H 2.39910 -0.15778 -1.89432  0.057
H 1.73209 -1.84378 -1.53217  0.018
H 0.76617 -0.91530 -2.62221  0.052
H 1.37029 -1.90656 1.05947  0.019
H -0.02808 -1.37563 1.72823  0.014
H -0.14007 -2.54270 0.27871  0.032
H -3.62266 1.56333 1.48888  0.013
H -2.05886 2.28909 1.71345  0.006
H -2.11163 0.59623 1.50054  -0.033

(2)
Molecular formula: C5H2O
Method: DFT, ωB97M-V/def2-TZVPD

Its spin multiplicity is 1. As for the HOMO-LUMO gap: 0.33114 hartree. For the max |F|, the calculation gives 0.79 eV/A. The calculation puts the HOMO energy at -9.723 eV. The energy above the lowest of the compared OMol25 structures with the same formula, charge and spin is 224.6 kJ/mol.

Last column: Löwdin charge in e.
CARTESIAN COORDINATES (ANGSTROEM)
O 0.26742 -1.30845 -1.52153  0.080
C 0.54060 -1.49992 -0.36148  -0.244
C 0.31955 -0.53241 0.69687  0.001
C 0.17268 0.23730 1.69651  0.072
C -0.34892 1.12060 0.63550  -0.254
C -0.77981 1.87405 -0.21147  0.168
H 0.99209 -2.43749 0.01242  0.133
H -1.16359 2.54632 -0.94681  0.044

(3)
Molecular formula: C6H11N
Method: DFT, ωB97M-V/def2-TZVPD

Its spin multiplicity is 1. As for the HOMO-LUMO gap: 0.36753 hartree. For the max |F|, the calculation gives 2.35 eV/A. The calculation puts the HOMO energy at -8.771 eV. The energy above the lowest of the compared OMol25 structures with the same formula, charge and spin is 218.9 kJ/mol.

Last column: Löwdin charge in e.
CARTESIAN COORDINATES (ANGSTROEM)
C -1.37322 -1.15516 -0.00514  -0.154
C -0.11110 -1.15234 0.94327  -0.158
C 0.39589 0.28297 0.73641  -0.288
C 1.72244 0.99393 0.49529  -0.158
C 0.31163 0.34333 -0.77467  -0.385
C -1.14642 -0.00145 -1.09839  -0.131
H -1.42969 -2.13393 -0.52857  0.102
H -2.35446 -0.92852 0.45957  0.103
H -0.32625 -1.34688 2.03208  0.112
H 0.62396 -1.89642 0.66307  0.098
H -0.37317 0.99516 1.13605  0.157
H 2.53880 0.27556 0.21957  0.124
H 2.07699 1.78418 1.17141  0.106
H 0.51862 2.35034 -0.44689  0.106
H 0.91825 -0.50336 -1.18464  0.156
H -1.34730 -0.39115 -2.10760  0.097
H -1.79087 0.90515 -0.93454  0.114
N 1.14588 1.57859 -0.77627  -0.003

(4)
Molecular formula: C3H3O2Tm
Method: DFT, ωB97M-V/def2-TZVPD

Its spin multiplicity is 3. As for the expectation value of S²: 2.01. As for the HOMO-LUMO gap (spin up / spin down): 0.30193 / 0.26168 hartree. For the max |F|, the calculation gives 6.29 eV/A. The net charge is +2. The calculation puts the HOMO energy (spin up / spin down) at -18.646 / -18.798 eV. The energy above the lowest of the compared OMol25 structures with the same formula, charge and spin is 70.5 kJ/mol.

Last column: Löwdin charge in e.
CARTESIAN COORDINATES (ANGSTROEM)
C -0.08320 -0.00092 1.26920  0.061
H 0.54225 -0.16161 2.15445  0.125
H -0.64503 0.93900 1.39057  0.126
H -0.79865 -0.83539 1.21934  0.123
C 0.82978 0.12751 0.03017  -0.333
O 2.03034 -0.02976 -0.01132  0.248
C -0.03155 -0.18351 -1.14403  -0.108
O -1.07247 0.50826 -1.34252  -0.047
Tm -0.77146 -0.36358 -3.56586  1.805

(5)
Molecular formula: C3H6ClNOS
Method: DFT, ωB97M-V/def2-TZVPD

Its spin multiplicity is 1. As for the HOMO-LUMO gap: 0.36832 hartree. Its SMILES is CSNC(=O)CCl. For the max |F|, the calculation gives 4.24 eV/A. The calculation puts the HOMO energy at -9.444 eV. The energy above the lowest of the compared OMol25 structures with the same formula, charge and spin is 161.7 kJ/mol.

Last column: Löwdin charge in e.
CARTESIAN COORDINATES (ANGSTROEM)
C 0.80299 -0.00864 -2.26619  -0.457
C -0.12851 -0.45241 1.53013  -0.669
C -1.31630 0.37801 1.52915  -0.620
H 1.71000 -0.66971 -2.55325  0.069
H 1.07369 0.59271 -3.09276  -0.019
H -0.31795 -0.48325 -2.47749  0.094
H 1.86048 -0.35379 0.97140  0.104
H -1.87499 -0.03474 2.46637  0.124
H -1.29599 1.51096 1.50126  0.098
N 0.90080 -0.18589 0.63385  -0.199
O 0.09960 -1.34071 2.34675  0.054
S 0.76219 1.04947 -0.77351  0.787
Cl -2.27601 -0.00201 0.18430  0.635

(6)
Molecular formula: C29H31CaN5S2Se
Method: DFT, ωB97M-V/def2-TZVPD

Its spin multiplicity is 1. As for the HOMO-LUMO gap: 0.23126 hartree. For the max |F|, the calculation gives 0.32 eV/A. The net charge is -2. The calculation puts the HOMO energy at -2.033 eV. The energy above the lowest of the compared OMol25 structures with the same formula, charge and spin is 0.0 kJ/mol.

Last column: Löwdin charge in e.
CARTESIAN COORDINATES (ANGSTROEM)
Ca -1.66602 0.68565 -0.83283  0.877
C -1.08434 -1.50040 1.58075  -0.121
N -1.56559 -0.11670 1.59602  -0.288
C -2.92685 -0.04170 2.12315  -0.112
C -0.59814 0.73852 2.26038  -0.203
C -0.69808 1.04559 3.60322  -0.047
C 0.25985 1.83056 4.24369  -0.130
C 1.33333 2.30170 3.50466  -0.128
C 1.45132 2.00831 2.15459  -0.046
C 0.48927 1.23287 1.47963  -0.252
N 0.45449 1.00659 0.13661  -0.049
C 1.54329 0.99618 -0.68553  -0.255
C 2.84709 0.61832 -0.30729  -0.043
C 3.86558 0.49244 -1.23841  -0.125
C 3.63857 0.74864 -2.58328  -0.135
C 2.36376 1.14238 -2.98102  -0.055
C 1.33415 1.26950 -2.06757  -0.215
N 0.01403 1.71330 -2.46648  -0.282
C -0.41261 1.29675 -3.80878  -0.077
C -0.08381 3.16830 -2.30473  -0.105
H -1.00719 -1.90781 2.59897  0.088
H -0.11245 -1.54009 1.09013  0.070
H -1.77439 -2.11646 1.00054  0.045
H -3.01501 -0.47238 3.13133  0.075
H -3.59296 -0.59129 1.45746  0.070
H -3.25062 0.99899 2.13884  0.081
H -1.54209 0.67482 4.17096  0.096
H 0.15431 2.07375 5.29354  0.080
H 2.08423 2.92679 3.97671  0.087
H 2.27211 2.42549 1.58441  0.098
H 3.03065 0.37160 0.73085  0.100
H 4.84718 0.16832 -0.90823  0.088
H 4.42869 0.63082 -3.31448  0.083
H 2.16983 1.33511 -4.02971  0.104
H 0.07373 1.86494 -4.61677  0.084
H -1.49179 1.45856 -3.89898  0.096
H -0.20702 0.23811 -3.94644  0.065
H 0.61461 3.67800 -2.98498  0.087
H 0.16433 3.43140 -1.27607  0.083
H -1.10428 3.50078 -2.49582  0.057
S -2.94669 3.10288 -0.17152  0.433
C -4.44594 2.33254 -0.56502  -1.220
S -4.45934 0.74700 -1.26179  0.406
C -5.65414 2.99209 -0.31258  -0.435
C -6.91935 2.41267 -0.61142  -0.311
N -7.97664 2.00062 -0.83019  0.097
C -5.71069 4.29504 0.25682  -0.310
N -5.82326 5.34627 0.72365  0.096
C 0.31394 -1.81322 -7.88124  -0.076
C -0.04125 -1.91551 -6.41984  -0.299
C 0.93038 -2.12365 -5.45372  -0.041
C 0.61916 -2.21759 -4.09839  -0.327
C 1.72423 -2.38224 -3.09560  -0.102
C -0.71769 -2.10267 -3.68391  -0.611
Se -1.15617 -2.15019 -1.82916  0.569
C -1.71930 -1.89658 -4.65803  -0.323
C -3.16015 -1.73534 -4.26703  -0.099
C -1.36156 -1.80404 -5.99807  -0.041
H 1.39447 -1.86882 -8.02400  0.062
H -0.03251 -0.86966 -8.31052  0.069
H -0.14142 -2.62009 -8.46211  0.068
H 1.97186 -2.20196 -5.75587  0.102
H 2.69266 -2.46046 -3.59539  0.068
H 1.55851 -3.26566 -2.47574  0.059
H 1.75319 -1.53400 -2.40751  0.048
H -3.31411 -0.80431 -3.71452  0.039
H -3.47052 -2.52618 -3.58595  0.054
H -3.79865 -1.72514 -5.15288  0.068
H -2.14202 -1.63665 -6.73650  0.107

(7)
Molecular formula: CH7NO
Method: DFT, ωB97M-V/def2-TZVPD

Its spin multiplicity is 1. As for the HOMO-LUMO gap: 0.36667 hartree. Its SMILES is CN.O. For the max |F|, the calculation gives 6.40 eV/A. The calculation puts the HOMO energy at -9.199 eV. The energy above the lowest of the compared OMol25 structures with the same formula, charge and spin is 102.0 kJ/mol.

Last column: Löwdin charge in e.
CARTESIAN COORDINATES (ANGSTROEM)
C -0.42541 -1.44872 0.60675  -0.143
N -0.75673 0.06241 0.34947  -0.029
H -0.22943 -2.02139 -0.33135  0.055
H -1.37769 -1.94049 1.12352  0.093
H 0.36448 -1.37382 1.40028  0.060
H -0.09132 0.46260 -0.18958  -0.044
H -1.62854 0.13289 0.02496  -0.016
H 2.02360 1.56218 -1.21205  0.099
H 0.99421 2.47356 -0.41156  0.080
O 1.12683 2.09078 -1.36045  -0.156